Record 1
DFT (wB97M-V/def2-TZVPD) results for C54H68BHfN5O3SSi as an isolated structure.

The geometry in ORCA input format:
```
! wB97M-V def2-TZVPD RIJCOSX def2/J DEFGRID3
* xyz 0 1
H 4.1204 -5.6059 -0.1322
H 2.5448 5.8173 4.5093
C -3.3565 -0.4478 5.0340
H -5.4010 -3.2631 -0.3661
H -2.6154 2.8586 6.2140
C -3.2166 -0.6494 1.9484
C -2.4105 2.4930 -5.5543
C -1.1455 1.0160 -2.7754
C 2.2108 -1.8435 -5.3741
C 2.9483 -2.3804 4.5570
B 0.5843 -1.1496 2.1396
H 3.8419 -1.7712 4.6115
C -1.3555 1.0744 4.4812
C 1.0271 -5.1901 0.5824
H -6.9175 -1.3074 0.0285
H -5.4157 -0.2807 5.7221
H -1.1959 3.1977 7.2131
H -4.6057 1.2735 5.4800
H -6.2225 -1.5851 -4.0515
H -3.1612 2.4012 -4.7668
C 4.0615 -1.1280 -0.1596
H -3.4906 -1.4799 4.6998
C 2.6100 3.6008 0.6694
H 3.3273 -6.6582 -1.3052
C 1.0453 -1.5195 -4.4391
H 4.1515 3.9391 -0.7622
C 2.2681 3.4626 1.9813
C -2.2617 0.2075 -2.6971
Si 1.9593 -4.6427 -0.9351
C -4.1316 -1.5716 -0.1994
C 1.3803 3.0979 -4.5465
C -5.1403 -2.5121 0.3826
H 1.1855 4.9835 -3.4771
O 1.8303 -1.0234 2.8106
C 1.6773 2.8042 -0.0911
C 0.5985 -3.9615 4.3799
C 1.6299 -4.2942 5.2613
C 3.0392 -0.2113 -0.0946
H 2.4231 2.9271 -4.2606
Hf -0.3114 0.3063 0.3171
H 0.0296 -4.4051 -2.4857
H 0.1452 1.5507 5.9120
C 0.6440 2.1376 -2.2323
H -3.8225 -1.9506 -3.5449
C 3.6835 4.4594 0.0778
H -4.6891 -3.0573 1.2160
C 1.0757 4.5995 -4.4940
H 0.7362 -6.0299 -2.5481
C 3.1222 -0.6288 -5.1820
C -4.7137 0.2610 5.0856
H 5.0764 -0.8325 0.0688
H -2.9026 2.3423 -6.5170
H -5.1494 0.3431 4.0876
C 0.4276 2.2517 3.1700
C -5.7902 -1.1521 -3.1480
H 1.2885 2.7427 -5.5753
H 2.3784 3.3253 -2.0103
C 2.7814 -3.5197 5.3485
H -0.2994 -4.5609 4.2972
C -0.9450 1.5191 5.8486
H 3.9561 6.4218 -0.8276
H -7.1116 -2.5122 1.3085
H 2.9271 3.4166 4.0022
H -4.7884 -2.9529 -2.4977
N 0.8024 2.1726 0.7526
H -5.5579 -0.1039 -3.3475
N -0.3430 1.3561 -1.7203
H 2.7246 -2.7489 -5.0428
H 4.4730 4.6095 0.8164
C 0.4816 2.2920 -3.6628
H 2.7500 0.2216 -5.7607
H -1.6757 0.4664 -5.4743
C 1.6287 2.7553 -1.4757
C 3.5550 -5.6147 -1.0685
H 3.9086 4.4004 2.9475
H -2.7373 -0.0581 -3.6329
H -0.5225 1.6049 -6.1204
N 1.7726 -0.5349 -0.3759
N -1.3817 0.9429 2.1787
H 1.6128 -4.9928 1.4853
H 3.5645 -3.8061 6.0398
N -2.4562 0.0138 -0.2695
C -2.3788 0.2426 4.1373
C 1.9232 -2.0645 3.6942
H 0.0489 4.7954 -4.8077
C -2.3792 0.1597 2.6993
H 2.3723 5.6971 -1.1404
H -2.0242 3.5135 -5.5244
O -0.0592 -2.2974 2.6690
C 1.4543 -1.8086 -0.6966
H 4.2021 -5.2312 -1.8629
C 2.4263 -2.8295 -0.7341
C 2.1011 5.3751 3.6157
C -2.8273 -0.3201 -1.5410
H 1.5317 -5.1734 5.8856
H 1.8916 -1.9935 -6.4046
H 0.8141 -6.2630 0.5428
C -3.8734 -1.3112 -1.5155
C 0.9686 -4.9617 -2.4864
H 0.8268 2.6238 4.1048
H 3.5610 -1.0367 -3.0994
H 4.1605 -0.8109 -5.4586
C -3.2484 -0.7328 0.5654
C 1.1239 2.5852 2.0239
H -2.9382 -0.5092 6.0401
H 1.7465 5.1613 -5.1467
H 0.0841 -4.6459 0.6730
H -1.2643 0.7739 6.5789
H 2.0990 6.1293 2.8273
C -0.7247 1.4823 3.2496
H 3.1395 0.6619 -3.3915
O 1.5585 -0.6306 -3.4483
C -1.2812 1.4776 -5.3449
H 2.7276 6.3758 0.4441
H 0.6298 -2.4007 -3.9457
C 3.1569 5.8200 -0.3911
H 1.0612 5.1280 3.8363
S -0.2511 -2.0361 -0.8962
C 0.7754 -2.8359 3.6082
C 2.9321 -0.3657 -3.6976
C -1.5244 2.8873 6.2201
C -4.5328 -1.9136 -2.7165
H -6.5474 -1.1771 -2.3628
H -6.1809 -1.0377 1.6034
H -3.9088 -1.2779 2.4948
H 1.5355 -4.6928 -3.3832
H 0.2332 -1.0099 -4.9691
H 4.5249 -3.1937 -0.4830
C -6.4136 -1.8032 0.8601
C 3.7366 -2.4472 -0.4725
C 2.8765 4.1280 3.1749
C -0.6382 1.6011 -3.9992
H 3.2162 0.8149 0.2040
H -1.2130 3.6491 5.5024
*
```

Calculated values
Total energy (eV): -91400.2943
Energy above the lowest of the compared OMol25 structures with the same formula, charge and spin (eV): 1.359
Highest occupied orbital energy (eV): -6.7
E_LUMO (eV): -0.921
Gap between HOMO and LUMO (eV): 5.8

Record 2
DFT (wB97M-V/def2-TZVPD) results for a 6-piece molecular cluster, C54H69F40INO11P overall.

The geometry in ORCA input format:
```
! wB97M-V def2-TZVPD RIJCOSX def2/J DEFGRID3
* xyz 0 1
H -6.7480 -3.9299 0.0741
H -1.0932 0.9649 3.9048
H -1.4508 1.0447 5.7542
C 6.1360 -1.7678 3.8241
H 3.8475 -4.4090 7.1076
H -0.5148 0.7559 -7.1973
N -10.3324 1.0784 1.1159
H -3.6510 0.3670 5.1477
F 9.5777 6.7317 -3.7153
C 5.9992 -4.3360 7.5730
F 4.0156 -0.3753 5.7603
H 4.6773 5.3396 -1.4467
H 0.7489 3.5504 1.5811
F 7.6952 -4.4813 5.9216
O -0.7654 5.4449 3.6503
O -2.7036 3.8788 2.6714
C -8.5430 -0.7321 0.3383
C -0.5231 6.2013 2.4117
F -2.9710 -3.2208 -10.2476
C 0.2878 -2.6083 0.5976
C -1.6392 -2.9509 -10.2129
H 0.8666 -1.4606 -2.8972
C 0.1984 -2.5436 -6.7580
C -1.0309 -2.8846 -2.8117
H -1.7634 7.9748 1.4144
F 6.7982 -4.9654 8.4756
P -1.2266 3.7807 3.3075
F -0.7857 1.0883 -4.6237
C 1.3520 0.5852 -0.0091
C 8.3125 6.9938 -4.1377
H -1.9503 -0.4698 0.0073
H -3.7864 -2.0253 3.6736
H -2.0756 6.1907 0.7391
F 7.7061 7.6594 -1.9271
C -0.8666 1.9253 1.1573
H 0.5668 -3.1626 -5.9373
F 6.4351 -7.4487 7.7699
F 2.2125 5.6175 -7.3590
O 1.2712 1.6580 -5.2520
F 0.4440 4.6435 -6.5779
H -1.3722 -2.5057 -11.1746
C 4.8553 6.3829 -3.3523
H -11.9300 4.2966 2.1239
C 5.2066 -7.9928 7.9606
O 1.2261 -3.9142 -8.5427
H 1.7694 5.5801 -5.4279
H -7.5147 -0.2044 0.0641
C 4.0890 -6.9546 7.7747
H -3.8530 -5.3348 3.7500
F 1.3774 -0.7713 3.4041
F -1.2792 -4.8732 -8.8444
C -1.1086 -2.2840 2.9653
H -6.0738 -2.3268 2.6458
F 2.1511 -1.4597 6.0636
H 1.0461 -3.2457 -10.5272
C -0.9154 -0.2745 -0.5017
F 6.8630 -0.1009 2.3430
F 5.0292 4.0401 -2.9192
C -0.8425 -4.2257 -9.9577
F -1.0496 -2.9709 -7.0767
O 1.4363 -0.8106 -0.5491
F 5.1688 -2.1843 4.6690
F -0.3637 3.1945 -4.9197
H -3.6959 -2.9805 5.2959
C -8.1885 -2.2627 0.9037
H 1.0324 -2.0720 1.3615
H 1.0993 -3.1215 -2.0356
F 5.4014 6.2230 -4.5855
H -1.2468 -4.0445 1.4800
C -5.5813 -2.7287 1.6431
H 1.6809 3.3498 -4.0740
H 0.0083 -0.0306 1.7550
H 6.0186 8.3515 -4.6768
I -3.0466 -2.8862 -1.9696
H 6.0561 9.4319 -3.3207
H 3.0051 2.3077 -4.4840
C -1.0777 0.5908 -1.9218
F -1.8812 2.1982 -7.0139
H -12.8326 3.1195 -0.5510
H 4.2627 -3.8101 8.6813
H -8.2217 -2.2859 2.0899
C -1.1057 -2.8606 1.4194
H 0.0452 5.6137 1.5734
F 2.6697 2.9111 -7.1914
H -3.9492 2.2239 4.5455
H 2.2282 0.4638 5.5391
H -2.0740 -2.4506 0.9073
H -3.9832 -4.4591 1.3294
F 6.5682 5.3174 -2.0565
C 1.1483 -2.6104 -7.9642
O -1.3646 2.9749 4.8461
H 0.7122 2.2159 2.9222
C -0.5897 1.7970 -6.8762
F 3.9648 -6.5358 6.4887
C -1.7119 1.5522 4.7058
H 6.2883 -2.5374 3.0633
C -12.0204 2.6384 0.1483
C -6.7083 -2.8016 0.4493
H -5.4259 -4.4138 4.2471
C 2.1020 2.7693 -4.9042
H 4.7176 0.3532 1.5454
H -5.7262 -4.9982 1.8042
H 0.8451 -3.5821 0.2490
C -10.4305 2.2081 2.1606
C -11.5440 3.3054 1.6037
C 2.6689 -0.8078 3.8245
H -8.6289 0.3837 2.4216
F 5.0859 -9.0048 7.0610
H -2.0693 0.1992 -2.4523
H -9.2352 -0.8549 -0.6072
F 0.0693 -1.2667 -6.3098
C 4.5286 -4.5841 7.9496
F 2.4114 -2.3022 -7.5697
C 1.7358 4.9171 -6.2960
F 0.1446 2.5525 -7.7316
F 6.2380 -2.9966 7.7426
H -1.1609 2.6207 0.2588
C -4.8928 -4.1765 2.0223
C 0.6808 -4.0358 -9.8595
C 7.6519 8.0296 -3.2345
F 3.5093 6.3752 -3.5374
F -1.0748 -5.0876 -10.9984
H -1.8221 -1.3270 2.9477
C -1.8719 6.8404 1.7190
F 7.2753 -1.6974 4.5623
F 2.8919 -7.5067 8.1036
F 3.8544 4.0572 -5.7735
H -2.7937 6.6602 2.4272
H -0.0643 -1.9226 3.3505
H -11.2418 0.4743 -1.0241
H -10.0155 -0.8448 2.0753
C -0.1157 0.5336 0.7249
C -11.1971 1.2217 -0.1192
C 2.5732 3.6642 -6.0632
C -9.3590 0.0105 1.5630
C 0.1383 -1.5540 -0.6815
F 6.1624 -6.0088 5.8605
H 5.1794 -8.4186 8.9659
H -1.2368 1.7371 -1.7351
H -0.1218 0.4922 -2.6066
O 2.2349 1.5985 -0.1408
O -0.8807 -3.4959 -4.0201
O 5.1764 7.6883 -2.8690
C -4.4381 -4.3150 3.5996
H -4.6781 -2.0109 1.3386
H 8.3813 7.3553 -5.1667
C 0.0257 2.8634 2.1934
H 0.1674 7.1282 2.6967
C 0.3192 -2.2272 -2.1641
C 5.8290 -0.4174 3.1859
C 6.1977 8.3783 -3.5948
F 5.7972 0.5773 4.1126
H -6.3358 -2.1420 -0.4423
C 6.3724 -4.7050 6.1413
C 5.2497 5.2656 -2.3738
F 3.1189 -2.0564 3.5361
H 5.8161 -4.1001 5.4210
O 3.3710 0.1364 3.0143
F 0.8330 -1.7154 -8.9359
H -1.8093 -4.4926 3.5379
H -9.8744 2.3296 3.1869
H -8.9788 -3.0615 0.5419
C -0.1149 1.9579 -5.4235
F -1.4714 -2.0217 -9.2479
C 4.5361 -0.3665 2.3542
C -1.8600 -3.3858 3.9258
C -3.4886 -3.0706 4.1354
C 2.7347 -0.4795 5.3243
H 4.3357 -1.3131 1.8371
F 7.6668 5.8081 -4.1412
F 8.3770 9.1902 -3.3178
C -3.2984 1.2462 4.4276
O 4.2397 -5.8137 8.6211
H -1.3446 -3.3729 4.9825
H -3.4473 0.8144 3.3279
H -1.8808 1.6018 1.6963
H 1.1324 -4.9559 -10.2528
*
```

Calculated values
Total energy (eV): -207199.2025
SMILES: CCOP(=O)(CC[C@@H]1C(=O)O[C@](CCCCCCCCCCCCn2cccc2)(CC(=O)I)[C@@H]1C)OCC.FC(F)C(F)(F)COC(F)(F)C(F)F.FC(F)C(F)(F)COC(F)(F)C(F)F.FC(F)C(F)(F)COC(F)(F)C(F)F.FC(F)C(F)(F)COC(F)(F)C(F)F.FC(F)C(F)(F)COC(F)(F)C(F)F
Highest occupied orbital energy (eV): -7.8
E_LUMO (eV): -0.760
Gap between HOMO and LUMO (eV): 7.0

Record 3
DFT (wB97M-V/def2-TZVPD) results for C54H70N3O4SeZr as an isolated structure.

The geometry in ORCA input format:
```
! wB97M-V def2-TZVPD RIJCOSX def2/J DEFGRID3
* xyz 1 1
C 3.9816 0.6887 -3.8453
H 0.7375 -0.2502 -3.7832
C -3.0707 -3.7520 -2.5591
C -2.5543 -0.8576 3.1376
H 5.1047 1.3753 -2.1516
C -0.4818 -7.0598 2.1277
H 2.7329 2.2663 0.0273
C 3.3432 -0.9326 0.6672
H -1.2972 2.1368 2.3954
C -4.2036 -1.5830 -2.0468
C -1.3208 -1.3709 3.8958
H -5.0564 0.2670 -1.4133
H 1.2242 5.9963 -1.0477
H 0.0196 -5.0042 -2.1154
H -1.6419 4.2008 -3.8191
C -0.3199 3.9463 1.8194
H -3.7946 -7.3980 -3.9266
H -0.3022 -6.1736 -4.1063
H 0.4780 -0.5204 4.7891
H 2.0018 0.0169 2.6639
H -0.5067 5.8452 2.8488
H 1.8198 1.6760 2.0756
C -1.3523 -6.3257 -4.3582
H -1.7242 2.5188 4.4828
C -0.2586 -6.3818 4.5051
H 1.0811 -5.0679 0.7340
C 2.7465 0.2380 -4.2930
C -4.0727 -0.2096 -1.3832
H -2.1668 3.3119 -6.0972
H -0.8310 -7.0472 -1.7744
C 0.5135 4.8150 4.9172
C 3.2093 1.3031 -0.1885
C 3.0623 0.9354 -1.6389
H -2.1568 1.6551 -5.4835
H 2.3615 -5.9387 3.7565
H -3.9099 -0.8095 -4.0562
C -2.9302 -2.4429 -2.0669
H -5.5415 -3.3005 -1.7318
H -0.1409 -7.4310 4.7797
H -1.4588 -7.3431 -4.7384
C 0.7761 5.4154 -0.2506
H 0.4554 7.1480 1.0034
O -2.8420 3.9289 5.9316
C -1.6599 4.5920 5.9714
H 1.8591 6.1948 5.8446
H -0.8191 -4.0001 4.3929
C -2.2608 -6.1115 -3.1414
C -1.8852 -7.1173 -2.0463
H -2.2855 -0.3672 2.2022
C -0.1774 5.3466 1.9482
C 0.1704 -4.7063 2.6506
C -0.5682 -2.3876 3.0306
Zr 0.2017 0.1436 -0.4408
H -1.3225 -6.1453 4.5676
H 2.6175 -0.0421 -5.3307
H -4.8564 -2.2942 -4.0189
H 4.3183 -0.7190 1.1235
C -1.6568 -2.0790 -1.6367
C 0.5163 -3.0253 0.9647
H -4.6314 3.5456 6.7741
H -4.0511 -4.0364 -2.9130
H -3.0995 -0.1473 3.7674
H 0.2673 -5.7846 5.2524
C 4.1409 1.0324 -2.5103
H -0.9975 -2.3700 5.8222
C -1.8144 -2.0037 5.1985
H 1.8814 -7.6066 3.4193
O -0.0563 2.0071 0.5184
C -4.6666 -1.3590 -3.4921
H -0.9670 0.4731 4.9592
C 1.6857 0.1260 -3.4021
C -3.7055 -6.3744 -3.5610
C -0.0313 6.1086 6.8603
H -0.1116 -6.9707 1.1057
H 2.2056 -6.4981 2.0914
H 4.8175 0.7610 -4.5282
H -3.1106 3.2388 -3.7653
C -0.7521 4.2650 4.9603
C 1.8104 0.4597 -2.0484
H -3.3494 3.9406 7.9473
H -4.0250 -5.7107 -4.3662
H -3.3617 0.4313 -1.8946
C -1.2932 5.5318 6.9269
C 0.6390 -4.3321 1.3941
H 1.2108 4.5123 4.1480
C -0.8071 -4.3052 -2.1276
H -2.4756 -6.9561 -1.1429
H -3.2339 -1.6785 2.9044
H 0.2480 6.8421 7.6038
H -3.7632 -0.2830 -0.3407
H -0.6597 2.5890 -5.5205
C 0.6447 4.0600 -0.4193
O -1.3449 -0.8387 -1.1932
Se 1.0228 -2.5400 -0.8192
C 0.8739 5.7538 5.8712
C -0.4232 -0.1855 4.2719
C 1.7738 -6.5718 3.0898
C -2.0370 3.1928 -3.9569
H 3.4476 1.0289 2.4062
C -2.0591 -4.6942 -2.6114
C -1.7334 2.6490 -5.3511
N 2.5277 0.2929 0.6530
H -4.0920 5.2323 6.9550
H -4.4018 -6.2601 -2.7283
C -0.6281 -3.0293 -1.6500
H -2.4998 -2.8322 5.0163
N -1.1759 3.2504 4.0443
C 0.3550 6.0764 0.9203
C -1.4440 2.3484 -2.9113
H 4.2617 1.3924 0.1161
H 2.8400 -1.6986 1.2559
C 2.4447 0.7839 2.0334
H -4.9811 -2.5310 -0.2494
C -5.2944 -2.3417 -1.2774
O -0.1200 -0.7767 1.3216
H -5.5908 -0.7771 -3.5035
C -3.7803 4.1875 6.9763
H -6.2072 -1.7442 -1.2512
H -0.3856 -8.1055 2.4251
C -0.4288 -3.7200 3.4272
H -1.9771 5.8093 7.7132
H -0.1207 0.3804 3.3931
H 3.5073 -1.2850 -0.3491
C -0.9460 3.0910 2.7744
H -2.0658 -8.1357 -2.3941
C 0.2954 -6.1619 3.0993
H -2.3575 -1.2512 5.7735
N -0.9520 1.6696 -2.1316
C 0.0795 3.2936 0.6172
H -1.5424 -6.8026 2.1195
C -0.0488 -2.0391 1.7770
H -1.6071 -5.6330 -5.1616
H 0.9790 3.5587 -1.3201
*
```

Calculated values
Total energy (eV): -136421.1320
Energy above the lowest of the compared OMol25 structures with the same formula, charge and spin (eV): 0.473
Highest occupied orbital energy (eV): -9.7
E_LUMO (eV): -3.421
Gap between HOMO and LUMO (eV): 6.2

> Number 3 is which compound?

C54H70N3O4SeZr

> Among the records above, which one has the lowest total energy?

C54H69F40INO11P

> Which of these has the highest highest occupied orbital energy?

C54H68BHfN5O3SSi